The following is a quantum chemistry calculation of a single C6H13N molecule, from OMol25.

ORCA input file:
```
! RIJCOSX wB97M-V def2-TZVPD def2/J DEFGRID3
* xyz 0 1
H 2.48 -0.38 0.83
H -2.15 -1.94 0.00
H 1.78 0.37 -1.82
C -1.08 -1.83 -0.17
H -0.81 -2.40 -1.06
C 1.18 0.97 -1.12
H 1.29 -1.60 1.27
C 1.60 -0.92 0.47
H -1.05 2.63 1.09
C -0.66 0.50 0.69
C -1.42 1.80 0.48
N -0.77 -0.44 -0.42
H 0.42 1.50 -1.69
H 1.85 1.70 -0.64
C 0.56 0.05 -0.08
H -0.75 0.09 1.70
H 1.94 -1.56 -0.36
H -2.48 1.64 0.73
H -0.55 -2.26 0.69
H -1.39 2.10 -0.57
*
```

As for the max |F|: 0.38 eV/A. Its SMILES is C[C@H]1N(C)C1(C)C. The orbital gap comes out at 0.362 Eh. The calculation puts the energy above the lowest of the compared OMol25 structures with the same formula, charge and spin at 86.4 kJ/mol. The LUMO energy comes out at 1.10 eV.

Atomic partial charges in e from the Löwdin method, atoms 1 to 2: 0.081 0.083

=====

The following is a quantum chemistry calculation of a single C6H13N molecule, from OMol25.

ORCA input file:
```
! RIJCOSX wB97M-V def2-TZVPD def2/J DEFGRID3
* xyz 0 1
N 1.49 -0.61 -0.35
H 1.83 -1.21 -1.10
H 0.62 -0.73 -3.11
C -0.70 0.58 -0.15
C -2.07 -0.57 1.67
H -1.67 0.36 -0.61
H 0.09 -0.15 1.81
H -1.07 -0.49 -2.50
H 2.19 1.20 0.50
H -2.05 -1.63 1.39
C -0.02 -0.53 -2.25
H 2.72 1.01 -1.15
C 2.50 0.45 -0.24
H 3.46 0.02 0.09
H -0.57 1.68 -0.23
H -2.23 -0.60 2.75
C -0.82 0.28 1.38
C 0.27 -0.19 -0.98
H -1.02 1.25 1.83
H -2.96 -0.10 1.25
*
```

As for the max |F|: 2.25 eV/A. Its SMILES is C=C(CCC)NC. The orbital gap comes out at 0.359 Eh. The calculation puts the energy above the lowest of the compared OMol25 structures with the same formula, charge and spin at 121.1 kJ/mol. The LUMO energy comes out at 1.09 eV.

Atomic partial charges in e from the Löwdin method, atoms 1 to 2: -0.048 0.094

=====

The following is a quantum chemistry calculation of a single C6H13N molecule, from OMol25.

ORCA input file:
```
! RIJCOSX wB97M-V def2-TZVPD def2/J DEFGRID3
* xyz 0 1
H -1.88 -1.90 -0.25
H -1.81 -1.03 1.50
C -1.31 -1.55 -1.08
H -0.93 -2.36 -1.70
C 0.71 2.30 0.35
N 0.94 -0.74 -1.55
H -1.60 0.77 1.81
H -0.64 -0.42 2.57
H 0.95 -1.35 -2.34
H -1.94 -0.97 -1.72
C -0.14 -0.66 -0.68
H 1.35 3.04 0.82
H -0.35 2.51 0.48
H 0.81 2.31 -0.73
H 1.37 0.92 1.88
C -0.09 -0.09 0.54
C -1.13 -0.19 1.61
C 1.03 0.87 0.86
H 1.95 0.60 0.34
H 1.84 -0.53 -1.15
*
```

As for the max |F|: 2.24 eV/A. Its SMILES is CC/C(C)=C(/C)N. The orbital gap comes out at 0.312 Eh. The calculation puts the energy above the lowest of the compared OMol25 structures with the same formula, charge and spin at 51.5 kJ/mol. The LUMO energy comes out at 1.10 eV.

Atomic partial charges in e from the Löwdin method, atoms 1 to 2: 0.056 0.060

=====

The following is a quantum chemistry calculation of a single C6H13N molecule, from OMol25.

ORCA input file:
```
! RIJCOSX wB97M-V def2-TZVPD def2/J DEFGRID3
* xyz 0 1
H -1.05 3.41 1.53
H -0.58 -2.56 -2.63
C 0.35 1.73 1.98
H 1.90 0.32 1.69
C 0.59 -1.04 -0.75
H -1.99 -1.48 -2.53
H 1.98 0.44 -0.75
H 0.17 1.49 3.01
C 0.93 0.38 -0.34
H 0.84 -1.18 -2.04
H -2.10 -3.19 -1.79
H -0.25 2.61 0.20
N -0.86 -1.40 -0.80
C -0.30 2.66 1.26
H -1.06 -2.01 0.00
C -1.45 -2.19 -1.96
H 0.36 1.12 -0.90
H 1.46 -1.55 -0.32
H 0.11 -0.27 1.38
C 0.92 0.57 1.27
*
```

As for the max |F|: 5.60 eV/A. Its SMILES is C=CCCCNC. The orbital gap comes out at 0.375 Eh. The calculation puts the energy above the lowest of the compared OMol25 structures with the same formula, charge and spin at 352.7 kJ/mol. The LUMO energy comes out at 1.11 eV.

Atomic partial charges in e from the Löwdin method, atoms 1 to 2: 0.058 0.073

=====

The following is a quantum chemistry calculation of a single C6H13N molecule, from OMol25.

ORCA input file:
```
! RIJCOSX wB97M-V def2-TZVPD def2/J DEFGRID3
* xyz 0 1
H 2.38 -1.69 -1.26
H -0.25 2.29 2.04
H 2.21 -0.25 -2.17
H -1.60 -0.09 1.01
H 0.52 1.66 -0.31
H 0.68 -2.53 -0.05
C -0.86 2.46 1.15
C 1.82 -0.73 -1.27
H 2.12 -0.19 -0.36
H -0.70 3.50 0.84
C 0.38 -1.09 -1.58
C -0.40 -2.32 -0.10
N -0.61 -0.93 -0.60
H -1.16 1.64 -0.83
H 0.15 -0.18 1.26
C -0.50 1.48 0.04
H -0.75 -2.39 0.94
H -1.91 2.36 1.45
C -0.62 0.04 0.51
H -0.90 -3.06 -0.71
*
```

As for the max |F|: 0.59 eV/A. The orbital gap comes out at 0.301 Eh. The calculation puts the energy above the lowest of the compared OMol25 structures with the same formula, charge and spin at 395.8 kJ/mol. The LUMO energy comes out at 0.75 eV.

Atomic partial charges in e from the Löwdin method, atoms 1 to 2: 0.081 0.073

=====

The following is a quantum chemistry calculation of a single C6H13N molecule, from OMol25.

ORCA input file:
```
! RIJCOSX wB97M-V def2-TZVPD def2/J DEFGRID3
* xyz 0 1
H 0.28 -0.12 -2.70
H 1.54 -2.60 0.80
H -2.31 -0.02 -0.04
H -2.01 -0.23 -1.78
H 1.70 0.16 -1.68
C 1.62 -1.52 0.62
H -0.55 -1.38 0.94
H 2.08 -1.07 1.51
H -1.87 1.37 -1.04
N 0.32 0.58 0.67
H 0.61 1.50 -2.06
H 2.31 -1.35 -0.21
H -1.45 0.48 1.90
H -0.82 2.12 1.55
C -0.20 0.11 -0.61
C 0.27 -0.85 0.45
C 0.65 0.43 -1.82
C -1.68 0.30 -0.88
C -0.53 1.07 1.73
H 0.05 1.03 2.65
*
```

As for the max |F|: 0.22 eV/A. Its SMILES is C[C@H]1N(C)C1(C)C. The orbital gap comes out at 0.364 Eh. The calculation puts the energy above the lowest of the compared OMol25 structures with the same formula, charge and spin at 92.8 kJ/mol. The LUMO energy comes out at 1.09 eV.

Atomic partial charges in e from the Löwdin method, atoms 1 to 2: 0.081 0.069

=====

The following is a quantum chemistry calculation of a single C6H13N molecule, from OMol25.

ORCA input file:
```
! RIJCOSX wB97M-V def2-TZVPD def2/J DEFGRID3
* xyz 0 1
H 0.38 -2.86 0.61
C 0.66 1.69 -1.88
H 0.94 -1.85 1.94
N -0.46 -0.97 0.64
H 0.72 3.40 -0.55
H -0.76 -3.67 2.66
C 0.52 3.19 -1.60
C -1.00 -2.73 2.18
H -1.85 -2.98 1.54
H 1.23 3.77 -2.19
H -1.14 -0.47 1.18
C -0.07 0.88 -0.86
H 1.22 -0.77 -0.53
H -0.96 1.39 -0.50
H -0.49 3.53 -1.83
C 0.29 -0.27 -0.29
H -1.38 -2.13 3.00
C 0.10 -2.11 1.35
H 0.33 1.56 -2.92
H 1.71 1.40 -1.97
*
```

As for the max |F|: 1.41 eV/A. Its SMILES is CC/C=C/NCC. The orbital gap comes out at 0.320 Eh. The calculation puts the energy above the lowest of the compared OMol25 structures with the same formula, charge and spin at 67.6 kJ/mol. The LUMO energy comes out at 1.14 eV.

Atomic partial charges in e from the Löwdin method, atoms 1 to 2: 0.112 -0.287

=====

The following is a quantum chemistry calculation of a single C6H13N molecule, from OMol25.

ORCA input file:
```
! RIJCOSX wB97M-V def2-TZVPD def2/J DEFGRID3
* xyz 0 1
H 2.88 -0.88 -1.45
H -1.04 -1.42 0.21
H 2.34 0.80 -1.92
H 3.29 0.41 -0.44
H 1.27 -1.77 0.84
C -1.28 -0.66 -0.55
H 0.08 0.18 -2.07
H -1.81 -1.22 -1.33
H -2.18 1.53 2.01
C 2.51 0.09 -1.13
H -0.56 1.51 1.32
H 1.69 -0.40 1.74
H -2.05 1.34 -0.55
C -2.02 0.47 0.13
H -3.08 0.26 0.24
C -1.46 0.92 1.47
C 1.20 -0.14 -0.38
H -1.16 0.06 2.06
N 1.31 -0.77 0.89
C 0.08 -0.30 -1.10
*
```

As for the max |F|: 2.14 eV/A. Its SMILES is CCC/C=C(/C)N. The orbital gap comes out at 0.348 Eh. The calculation puts the energy above the lowest of the compared OMol25 structures with the same formula, charge and spin at 93.9 kJ/mol. The LUMO energy comes out at 1.04 eV.

Atomic partial charges in e from the Löwdin method, atoms 1 to 2: 0.077 0.096

=====

The following is a quantum chemistry calculation of a single C6H13N molecule, from OMol25.

ORCA input file:
```
! RIJCOSX wB97M-V def2-TZVPD def2/J DEFGRID3
* xyz 0 1
H 2.30 0.86 -0.61
C -1.01 1.91 1.27
C 0.84 -0.20 0.39
H -0.09 1.86 1.91
H 1.16 -1.26 0.42
H -0.58 -2.60 0.36
C 1.80 -0.84 -1.93
H 0.77 1.01 -1.51
C 1.42 0.30 -0.99
H -2.21 -1.79 0.30
N -1.45 0.72 0.54
C -1.14 -1.69 0.52
C -0.66 -0.45 0.42
H 2.35 -1.70 -1.57
H -1.80 2.30 1.92
H -0.69 2.66 0.57
H 0.83 -1.22 -2.26
H 2.35 -0.38 -2.75
H 1.04 0.36 1.31
H -2.31 0.78 0.04
*
```

As for the max |F|: 2.88 eV/A. Its SMILES is C=C(CCC)NC. The orbital gap comes out at 0.330 Eh. The calculation puts the energy above the lowest of the compared OMol25 structures with the same formula, charge and spin at 157.0 kJ/mol. The LUMO energy comes out at 1.08 eV.

Atomic partial charges in e from the Löwdin method, atoms 1 to 2: 0.100 -0.110

=====

The following is a quantum chemistry calculation of a single C6H13N molecule, from OMol25.

ORCA input file:
```
! RIJCOSX wB97M-V def2-TZVPD def2/J DEFGRID3
* xyz 0 1
H 1.04 -0.45 -1.62
H -0.44 0.19 -1.42
C 0.07 -0.53 -0.96
H 0.77 2.28 2.44
C 0.53 3.06 0.64
C -0.47 0.91 1.08
H 0.25 -1.15 1.13
H 0.11 3.16 -0.40
H -0.99 1.11 0.12
H -1.27 -1.90 -2.17
N -0.14 -3.08 -1.13
H 1.14 3.93 1.01
C 0.41 -0.30 0.50
C 0.25 2.10 1.49
H 1.49 0.16 0.52
H -0.20 -3.50 -0.16
H -1.15 0.50 1.88
H 0.82 -2.90 -1.32
H -1.51 -1.80 -0.43
C -0.72 -1.80 -1.19
*
```

As for the max |F|: 5.20 eV/A. Its SMILES is C=CCCCCN. The orbital gap comes out at 0.380 Eh. The calculation puts the energy above the lowest of the compared OMol25 structures with the same formula, charge and spin at 231.0 kJ/mol. The LUMO energy comes out at 1.15 eV.

Atomic partial charges in e from the Löwdin method, atoms 1 to 2: 0.149 0.045

=====

The following is a quantum chemistry calculation of a 2-piece molecular cluster, C6H13N overall, from OMol25.

ORCA input file:
```
! RIJCOSX wB97M-V def2-TZVPD def2/J DEFGRID3
* xyz 1 2
C -0.60 -0.16 -2.12
N -0.50 0.41 1.05
H 0.81 1.20 4.05
H 0.37 0.27 0.55
C -1.91 -0.49 -2.32
H 0.30 2.36 2.81
C 1.76 -0.87 -2.26
H -0.38 0.83 -1.74
H 2.10 0.08 -1.85
C 0.43 -1.09 -2.44
C -0.27 0.28 2.50
H 0.18 -0.69 2.73
H 0.05 -2.03 -2.81
H -2.23 -1.41 -2.80
H -1.22 0.40 2.99
H 1.65 1.28 2.46
H 2.54 -1.57 -2.52
H -1.11 -0.34 0.72
H -2.69 0.18 -1.98
C 0.70 1.36 2.98
*
```

As for the max |F|: 1.53 eV/A. The orbital gap (alpha / beta) comes out at 0.264 / 0.150 Eh. The calculation puts the energy above the lowest of the compared OMol25 structures with the same formula, charge and spin at 243.8 kJ/mol. The LUMO energy (alpha / beta) comes out at -5.60 / -8.57 eV. The expectation value of S² is 0.788.

Atomic partial charges in e from the Löwdin method, atoms 1 to 2: -0.089 -0.025